# C6H11NO

The molecule C6H11NO (ωB97M-V/def2-TZVPD, the OMol25 dataset).

Computed properties:
Kohn-Sham gap	8.155	eV
strongest force on any atom	4.31	eV Å⁻¹
energy above the lowest of the compared OMol25 structures with the same formula, charge and spin	60.1	kcal per mole
E_HOMO	-7.274	eV
SMILES string	C/C(=C/N)[C@H](C)C=O

Geometry as XYZ:
```
19
Properties=species:S:1:pos:R:3:forces:R:3:nbo_charge:R:1
C 0.006829 -0.959719 0.478224 -2.5471 1.4780 0.9083 -0.3302
C -0.364043 -1.936102 -0.615314 -0.0292 -0.2875 0.0442 -0.6230
C 1.659273 0.813836 1.143594 -0.1764 0.1782 0.0229 -0.6089
C 0.581900 0.362870 0.184911 0.5454 1.9195 -0.5263 -0.0935
N -0.688172 1.080339 -1.812553 -0.4134 0.0604 0.1404 -0.8358
C -1.299668 0.035179 1.055956 0.7957 -3.9284 1.5894 0.4385
C 0.062127 1.293997 -0.682764 1.4598 -0.6384 0.0935 0.0026
O -1.489328 0.304075 2.228500 0.5314 0.3089 -1.5587 -0.5740
H 0.476398 -1.437936 1.337226 0.0128 0.1381 -0.1415 0.2266
H -0.854190 0.125589 -2.093935 -0.1395 0.5727 -0.3816 0.3932
H -0.891278 1.887930 -2.390160 -0.0707 -0.8293 0.0536 0.3997
H -2.082913 0.003075 0.288363 0.1336 1.0177 -0.3420 0.1320
H 0.436569 2.312860 -0.619665 -0.0045 -0.1168 0.1548 0.1948
H -1.255426 -1.658008 -1.185909 0.0298 0.1825 0.0365 0.1943
H -0.606096 -2.906417 -0.172034 0.0989 0.0616 -0.0871 0.2251
H 0.459536 -2.079745 -1.324508 -0.0965 0.0001 0.0759 0.2160
H 1.408204 0.599497 2.184341 -0.1530 -0.0621 0.0073 0.2194
H 2.583675 0.272543 0.922584 0.0051 0.0476 -0.0025 0.2130
H 1.856603 1.886135 1.073144 0.0178 -0.1027 -0.0869 0.2102
```
Positions in Å, forces in eV/Å.

***

# C6H10O

A structure of composition C6H10O (ωB97M-V/def2-TZVPD, the OMol25 dataset).

Computed properties:
Kohn-Sham gap	9.126	eV
strongest force on any atom	1.67	eV Å⁻¹
energy above the lowest of the compared OMol25 structures with the same formula, charge and spin	83.2	kcal per mole
E_HOMO	-8.058	eV

Geometry as XYZ:
```
17
Properties=species:S:1:pos:R:3:forces:R:3:nbo_charge:R:1
C 2.256182 -0.123822 -0.203404 0.0402 -0.0667 -0.0033 -0.6101
C 1.073683 0.746368 0.218506 -0.0459 0.0174 0.0145 -0.4187
C -0.038542 -0.068906 0.854252 0.2920 -0.0522 -0.0099 0.1125
O -1.145586 0.740666 1.326224 -0.0547 0.2178 -0.0829 -0.5197
C -2.072967 -0.132751 0.707763 -0.1939 0.4134 -0.9758 -0.0034
C -1.676154 -0.048286 -0.977986 0.6919 -0.1229 -0.5157 -0.4269
C -0.991313 -0.898199 -0.013445 0.2460 -0.3037 -0.2565 -0.2951
H 1.948078 -0.889795 -0.925064 0.0333 0.1076 0.0995 0.2049
H 2.701972 -0.633372 0.658934 -0.0768 0.0611 -0.1269 0.2049
H 3.039681 0.478872 -0.674278 -0.1348 -0.0936 0.0785 0.2167
H 0.686575 1.302021 -0.643005 0.0392 -0.0949 0.1579 0.2026
H 1.396084 1.496065 0.952120 -0.0538 -0.1118 -0.0804 0.2163
H 0.363358 -0.667522 1.681210 -0.1012 0.0773 -0.0369 0.1826
H -2.904007 0.288058 0.107639 -0.9657 -0.2258 1.3404 0.2639
H -2.384316 -0.543172 -1.644711 0.1001 0.2058 0.2808 0.2214
H -1.317493 0.926324 -1.277843 0.1507 -0.1192 0.0221 0.2212
H -0.935228 -1.972544 -0.146904 0.0335 0.0905 0.0947 0.2271
```
Positions in Å, forces in eV/Å.

***

# CH5N2O

A cluster of 2 separate species, CH5N2O in total (ωB97M-V/def2-TZVPD, the OMol25 dataset).

Computed properties:
Kohn-Sham gap (alpha / beta)	9.949 / 6.266	eV
strongest force on any atom	2.76	eV Å⁻¹
energy above the lowest of the compared OMol25 structures with the same formula, charge and spin	35.6	kcal per mole
E_HOMO (alpha / beta)	-9.227 / -9.211	eV
spin multiplicity	2

Geometry as XYZ:
```
9
Properties=species:S:1:pos:R:3:forces:R:3:nbo_charge:R:1
O -2.488181 0.582568 1.431604 -0.0819 -0.1813 -0.0779 -0.3876
H -2.614021 -0.283629 0.992640 -0.5027 0.1149 0.3177 0.4036
N -0.272183 -0.502492 -0.203594 1.6009 -1.5201 0.6147 -0.8223
C 0.849218 0.234344 -0.465240 1.3295 2.3157 0.3211 0.2818
N 2.028590 -0.239329 -0.658071 -1.8389 -2.0087 -0.4613 -0.7418
H 0.194116 -1.327204 0.184780 -1.1041 -0.6316 -0.2710 0.3890
H -1.095873 -0.212257 0.304568 0.9716 0.8756 -0.1208 0.3813
H 0.898280 1.325320 -0.356160 -1.5081 0.1132 -0.6723 0.1512
H 2.500058 0.422677 -1.230529 1.1336 0.9224 0.3498 0.3448
```
Positions in Å, forces in eV/Å.

***

# C3H6N2O2S

The molecule C3H6N2O2S (ωB97M-V/def2-TZVPD, the OMol25 dataset).

Computed properties:
Kohn-Sham gap	10.080	eV
strongest force on any atom	1.21	eV Å⁻¹
energy above the lowest of the compared OMol25 structures with the same formula, charge and spin	37.9	kcal per mole
E_HOMO	-9.405	eV
SMILES string	[H]/N=C(\NSC)OC=O

Geometry as XYZ:
```
14
Properties=species:S:1:pos:R:3:forces:R:3:nbo_charge:R:1
C 1.041096 -1.347118 -1.351649 -0.7173 -0.0993 -0.1890 -0.7777
C -0.215838 0.870791 1.175591 0.0550 -0.3583 1.1496 0.6808
C -1.821262 0.841388 -0.511891 0.0068 -0.1679 -0.0813 0.6638
H 1.625828 -2.070537 -0.783302 0.0462 0.0644 -0.1033 0.2151
H -0.044229 -1.518973 -1.174004 0.8019 0.1702 -0.1738 0.2511
H 1.253989 -1.452891 -2.433125 -0.0543 0.0428 0.5434 0.2333
H 1.660005 0.084636 1.377797 0.0033 -0.0595 0.2627 0.4020
H -0.035621 0.278302 2.970951 -0.2788 0.1751 -0.2545 0.3393
H -2.398179 1.517866 -1.153841 0.1120 0.0486 0.1197 0.1355
N 1.015808 0.451995 0.703648 -0.1756 0.1418 -0.4281 -0.7983
N -0.684130 0.780073 2.352737 0.6481 -0.1179 -0.5590 -0.6841
O -0.954816 1.559372 0.244923 -0.3777 0.0277 -0.4546 -0.5071
O -1.937284 -0.347837 -0.500145 0.0748 0.2817 0.1106 -0.5675
S 1.494633 0.352934 -0.917690 -0.1444 -0.1496 0.0575 0.4138
```
Positions in Å, forces in eV/Å.

***

# C17H20N4O

A structure of composition C17H20N4O (ωB97M-V/def2-TZVPD, the OMol25 dataset).

Computed properties:
Kohn-Sham gap	7.243	eV
strongest force on any atom	17.63	eV Å⁻¹
energy above the lowest of the compared OMol25 structures with the same formula, charge and spin	358.5	kcal per mole
E_HOMO	-8.045	eV

Geometry as XYZ:
```
42
Properties=species:S:1:pos:R:3:forces:R:3:nbo_charge:R:1
C 3.966044 0.412379 2.647811 0.1178 -1.4001 3.2180 -0.6179
C 3.903919 -0.778453 1.523404 1.1034 1.2965 4.1386 -0.5121
C 2.396246 -1.058062 1.093871 9.6693 -1.5531 4.6289 0.6921
O 2.096354 -0.689112 0.068162 -4.2740 2.7241 -6.6002 -0.5353
N 1.919617 -2.033186 1.883962 3.7114 0.5540 4.9567 -0.6288
H 2.329892 -2.074221 2.941589 -0.8672 0.3260 -3.5562 0.3956
C 0.618619 -1.981786 1.863189 -10.9576 -7.0513 -1.5913 -0.1895
H 0.206474 -2.102700 0.760899 1.2513 0.6626 1.6947 0.2198
H 0.139164 -3.205721 2.183603 1.3305 3.1661 -0.5604 0.1331
C -0.404986 -1.058896 2.526394 -0.4991 -7.3483 5.1182 -0.3949
H -0.440817 -1.160213 3.823502 0.2699 -0.0542 -3.6277 0.1918
H -0.106026 -0.174389 2.453118 2.1525 7.9442 -1.0122 0.1889
C -1.807255 -1.269256 2.089803 -3.9747 2.5223 7.2872 -0.2573
N -2.241699 -0.972141 0.850803 -1.2269 -7.7580 -4.4700 -0.6136
C -1.837414 -0.116980 -0.020992 2.2369 10.1096 2.0436 0.5207
N -1.619725 -0.220526 -1.205865 0.6748 -3.1718 -7.0458 -0.5260
C -1.291146 0.653018 -2.299303 -1.3521 3.9641 12.9110 0.2440
C -1.231617 0.276225 -3.533340 -2.5612 -5.5611 -4.1143 -0.1158
C -1.167661 1.158841 -4.528823 3.8028 5.5475 -0.5494 -0.1257
C -0.783429 2.620508 -4.075563 -1.0302 -6.2206 -6.7081 -0.2111
C -0.888878 2.816646 -2.827051 -0.3386 8.2040 7.4958 -0.1897
C -1.176312 2.103220 -1.664944 0.3275 -8.2000 -10.7364 -0.0358
C -1.396236 2.388675 -0.407634 0.4455 -0.1215 2.9601 -0.1750
C -1.590021 1.508279 0.564732 -1.8256 -7.1661 -3.8441 -0.1961
C -1.980692 1.571522 1.842998 0.9803 3.3742 2.0429 0.2164
N -1.928344 2.193754 2.806493 -0.8715 -0.1715 2.2713 -0.2654
H -1.028595 3.316231 -0.283221 0.2601 3.9228 1.6359 0.2177
H -0.881638 3.955794 -2.513514 0.6298 -1.4696 -0.7828 0.1717
H -0.451441 3.295844 -4.858539 -0.3867 0.2040 0.4683 0.2270
H -0.888055 0.947780 -5.564763 -0.9145 -0.3396 0.2405 0.2182
C -1.647210 -1.240960 -3.855745 16.1569 5.0015 -4.9816 -0.5172
H -0.779639 -1.959365 -3.424819 -1.8697 1.6550 -0.8703 0.2067
H -1.527364 -1.332668 -4.972898 -0.3454 -0.0334 1.0530 0.1955
H -2.395628 -1.594199 -3.584496 -12.5243 -4.8628 4.7342 0.1593
H -2.113808 -1.913080 0.286393 -1.0017 1.9744 0.8031 0.3816
H -2.488222 -2.023474 2.633989 1.8696 -0.2905 -1.5905 0.2548
H -2.521179 -0.505441 2.712668 2.2769 -0.7446 -0.4340 0.2253
H 4.634534 -0.283272 0.849790 -0.9081 -1.2756 -0.6196 0.2380
H 4.377269 -1.707139 2.138548 -0.9867 2.0173 -1.9096 0.2047
H 3.359076 0.127358 3.735111 1.8496 0.6394 -3.0114 0.1769
H 5.053102 0.706730 2.913271 -1.4927 -1.1975 -0.1637 0.2147
H 3.614723 1.402431 2.427405 -0.9078 0.1819 -0.9223 0.2126
```
Positions in Å, forces in eV/Å.

***

# C4H13N2

The ion C4H13N2 with charge +1 (ωB97M-V/def2-TZVPD, the OMol25 dataset).

Computed properties:
Kohn-Sham gap	9.052	eV
strongest force on any atom	1.81	eV Å⁻¹
net charge	+1
energy above the lowest of the compared OMol25 structures with the same formula, charge and spin	33.4	kcal per mole
E_HOMO	-12.727	eV
SMILES string	CNC[C@@H](C)[NH3+]

Geometry as XYZ:
```
19
Properties=species:S:1:pos:R:3:forces:R:3:nbo_charge:R:1
N 1.733369 1.238006 -0.522148 0.9406 -0.6417 1.1774 -0.6791
C 0.609495 0.443722 0.153220 -1.3201 0.0025 -0.9419 -0.0455
C 1.136492 -0.730257 0.967534 0.3847 0.7227 -0.3155 -0.6377
C -0.277993 -0.116177 -1.006374 0.3312 0.9341 1.5161 -0.2194
N -1.322698 -0.921422 -0.418407 0.4093 -0.7298 -0.3886 -0.6316
C -2.257179 -0.333936 0.545039 0.3094 0.6591 -0.7749 -0.4213
H 1.511826 2.129623 -0.964040 -0.4990 -0.2593 -0.3408 0.4517
H 2.450264 1.470171 0.173510 -0.1417 0.0172 0.1390 0.4401
H 2.223926 0.596901 -1.150738 -0.1638 0.2948 -0.4506 0.4387
H 0.025073 1.150680 0.739826 0.3116 0.1425 0.1350 0.2280
H 2.088716 -0.469217 1.439031 -0.1196 -0.2074 0.1978 0.2173
H 1.258784 -1.587783 0.306780 0.1334 -0.0916 0.1657 0.2376
H 0.395030 -0.977571 1.721494 0.1366 -0.0789 0.0628 0.2666
H -0.721965 0.697430 -1.605791 0.5527 0.0221 -0.1755 0.1851
H 0.479854 -0.715355 -1.537465 -0.8740 -0.1494 -0.5395 0.1924
H -1.829574 -1.333370 -1.186862 -0.1771 -0.2461 0.1320 0.3804
H -2.595957 0.675542 0.248129 -0.1686 -0.2462 -0.0631 0.1735
H -3.105812 -1.016974 0.569118 0.0353 0.2532 0.4086 0.2365
H -1.801658 -0.200019 1.528144 -0.0809 -0.3978 0.0558 0.1868
```
Positions in Å, forces in eV/Å.

***

# C7HN

The molecule C7HN (ωB97M-V/def2-TZVPD, the OMol25 dataset).

Computed properties:
Kohn-Sham gap	8.950	eV
strongest force on any atom	2.31	eV Å⁻¹
energy above the lowest of the compared OMol25 structures with the same formula, charge and spin	0.0	kcal per mole
E_HOMO	-9.847	eV
SMILES string	C#CC#CC#CC#N

Geometry as XYZ:
```
9
Properties=species:S:1:pos:R:3:forces:R:3:nbo_charge:R:1
C 3.849787 0.035614 -0.040126 -1.9468 -0.0535 0.1881 -0.1426
C 2.632139 0.009837 -0.049365 2.2905 -0.2470 0.1396 -0.0295
C 1.279364 -0.095062 0.004967 -1.9257 0.3094 -0.1027 -0.0496
C 0.060222 -0.081076 0.034720 0.2353 0.0789 -0.2002 0.0457
C -1.326891 -0.000285 0.003988 2.0087 0.0246 0.1765 0.0229
C -2.516530 0.133422 0.003433 0.3422 -0.2888 0.0799 -0.0774
C -3.865851 0.037273 0.006781 -1.5100 0.0296 -0.2391 0.2241
H 4.900748 0.035323 0.085735 0.2491 0.0712 -0.1693 0.2437
N -5.012984 -0.075043 -0.050132 0.2569 0.0754 0.1271 -0.2373
```
Positions in Å, forces in eV/Å.